This record from the OMol25 dataset describes 6 unconnected molecules or ions with the total composition C27H63N3O3 at a distorted geometry. The level of theory is the ωB97M-V functional and the def2-TZVPD basis.

Energy above the lowest of the compared OMol25 structures with the same formula, charge and spin = 21.5 kcal per mole
LUMO level = 0.45 eV
Gap between HOMO and LUMO = 8.61 eV
Total charge = 0

Each line ends with the Löwdin charge.
Geometry (Å):
C  0.83578  1.54857  1.87850  -0.103
C  0.70361  1.77864  3.41036  -0.247
N  1.99977  1.60828  4.03328  -0.194
C  1.92237  1.46691  5.49092  -0.250
C  1.57372  2.74296  6.24389  -0.087
C  2.95768  2.58575  3.58264  -0.276
C  4.38718  2.35451  4.08765  -0.089
H  1.59535  0.78726  1.66958  0.073
H  1.18783  2.35705  1.23265  0.063
H  -0.07917  1.14160  1.44231  0.043
H  0.22323  2.75001  3.58695  0.111
H  -0.07408  1.04603  3.63243  0.106
H  1.27629  0.61258  5.70082  0.114
H  2.90466  1.10665  5.81665  0.101
H  2.37964  3.47003  6.21236  0.066
H  0.56326  3.08991  6.03098  0.069
H  1.49583  2.49426  7.31328  0.073
H  2.69578  3.62003  3.85840  0.114
H  3.06975  2.60979  2.49837  0.103
H  5.05536  3.10144  3.66233  0.071
H  4.68570  1.33576  3.83272  0.077
H  4.50722  2.45784  5.16997  0.060
C  -5.14827  -3.57896  0.90900  -0.081
C  -3.66783  -3.29207  0.80058  -0.300
N  -2.81684  -3.75693  1.86932  -0.170
C  -1.44067  -3.27202  1.66340  -0.259
C  -1.29691  -1.75481  1.73943  -0.084
C  -2.71505  -5.23807  1.79619  -0.275
C  -2.22108  -5.91084  3.04878  -0.083
H  -5.42447  -4.51434  0.41660  0.063
H  -5.59912  -2.78506  0.30808  0.063
H  -5.49570  -3.58103  1.93972  0.083
H  -3.26515  -3.64016  -0.17402  0.115
H  -3.55708  -2.20709  0.72493  0.101
H  -0.77244  -3.75092  2.37846  0.102
H  -1.08651  -3.64211  0.68595  0.116
H  -1.77244  -1.35518  2.63284  0.082
H  -0.24851  -1.45317  1.68394  0.064
H  -1.71193  -1.28337  0.84572  0.048
H  -2.26652  -5.51668  0.82773  0.117
H  -3.73199  -5.60683  1.60239  0.104
H  -2.01878  -6.96179  2.81423  0.075
H  -3.00750  -5.94323  3.79937  0.075
H  -1.28432  -5.50610  3.42584  0.063
C  3.82300  1.43456  -3.14595  -0.079
C  3.45627  1.38073  -1.65746  -0.241
N  4.15288  0.31144  -0.90094  -0.186
C  5.59372  0.55268  -0.89239  -0.275
C  6.34199  -0.37792  0.08416  -0.093
C  3.89937  -1.04229  -1.39638  -0.256
C  2.41427  -1.35280  -1.60460  -0.085
H  4.86907  1.64713  -3.34462  0.063
H  3.24263  2.19893  -3.66817  0.071
H  3.52402  0.49366  -3.61025  0.066
H  3.66979  2.31268  -1.13252  0.111
H  2.38411  1.23424  -1.53732  0.078
H  6.01616  0.40487  -1.89228  0.103
H  5.81445  1.55345  -0.52142  0.114
H  7.37856  -0.05017  0.18510  0.068
H  5.86219  -0.29983  1.05923  0.072
H  6.40059  -1.40413  -0.27684  0.060
H  4.25331  -1.76859  -0.67027  0.107
H  4.39021  -1.13873  -2.37428  0.111
H  2.32801  -2.26258  -2.20733  0.077
H  1.86432  -0.63187  -2.21372  0.045
H  1.89876  -1.52248  -0.65966  0.069
C  -1.05753  0.52557  -1.57675  -0.006
C  -0.59282  1.03901  -2.90144  -0.492
C  -1.32607  0.62073  -4.17343  -0.005
O  0.23585  1.91929  -3.02771  0.035
H  -1.26239  1.38427  -0.93404  0.090
H  -0.22911  -0.06740  -1.18411  0.076
H  -2.00517  0.01169  -1.71040  0.054
H  -0.57508  0.09379  -4.76924  0.089
H  -1.73416  1.49836  -4.65943  0.077
H  -2.06342  -0.15223  -3.95282  0.052
C  -4.74731  -3.75072  -2.99122  -0.020
C  -4.55581  -2.26338  -2.75815  -0.500
C  -5.80826  -1.42097  -2.77323  -0.019
O  -3.46570  -1.80219  -2.52648  0.051
H  -4.95548  -3.93847  -4.04647  0.088
H  -5.53353  -4.02739  -2.28768  0.076
H  -3.87237  -4.37161  -2.80332  0.081
H  -6.66052  -1.81177  -2.22634  0.080
H  -6.06767  -1.28213  -3.82870  0.092
H  -5.55980  -0.41285  -2.44108  0.084
C  -1.16578  6.12320  -4.58834  -0.024
C  -2.03588  6.01750  -3.35101  -0.506
C  -2.18954  4.65145  -2.78994  -0.032
O  -2.46799  7.01670  -2.83005  0.071
H  -0.50533  5.25700  -4.67380  0.074
H  -0.48351  6.96192  -4.42817  0.085
H  -1.68033  6.30585  -5.52848  0.084
H  -2.39022  3.89642  -3.55846  0.078
H  -2.92124  4.50233  -1.99921  0.084
H  -1.21917  4.28803  -2.42811  0.087

---

This record from the OMol25 dataset describes a single CH4N4 molecule at a distorted geometry. The level of theory is the ωB97M-V functional and the def2-TZVPD basis.

Energy above the lowest of the compared OMol25 structures with the same formula, charge and spin = 139.5 kcal per mole
LUMO level (spin up / spin down) = 0.29 / 0.29 eV
Gap between HOMO and LUMO (spin up / spin down) = 8.99 / 8.99 eV
Total charge = 0

Each line ends with the Löwdin charge.
Geometry (Å):
H  2.76058  1.20697  0.60018  0.084
N  2.33455  0.70128  -0.23381  0.080
N  1.37507  0.03550  0.15468  -0.133
N  0.63151  -0.88994  0.10080  -0.001
N  -0.65350  -1.26060  0.14141  -0.050
C  -1.46492  -0.13750  -0.14940  -0.169
H  -2.37277  -0.44656  -0.71674  0.092
H  -0.86000  0.51907  -0.67468  0.038
H  -1.75052  0.27178  0.77756  0.059

---

This record from the OMol25 dataset describes a molecular structure, C24H30IrN2P2S at a distorted geometry. The level of theory is the ωB97M-V functional and the def2-TZVPD basis.

LUMO level (spin up / spin down) = -5.87 / -9.43 eV
Multiplicity = 6
Gap between HOMO and LUMO (spin up / spin down) = 5.82 / 3.75 eV
Total charge = +2

Each line ends with the Löwdin charge.
Geometry (Å):
C  -1.62537  2.89404  -3.63253  -0.005
C  -1.20423  1.72772  -3.02052  -0.153
C  0.17645  1.40212  -3.30346  -0.127
C  1.20384  2.39394  -3.67502  -0.096
C  0.66676  3.67111  -3.94497  0.037
C  -0.70074  3.85900  -4.06747  0.013
C  2.56754  1.93904  -3.77872  0.091
C  2.83197  0.55824  -3.48844  -0.097
C  1.67816  -0.30662  -3.17604  -0.130
C  1.79089  -1.68084  -2.74984  -0.148
C  2.97744  -2.29442  -3.11329  -0.002
C  4.11070  -1.53255  -3.45760  0.016
C  4.06619  -0.14413  -3.50743  0.043
H  -2.69251  3.06457  -3.78287  0.135
H  1.31857  4.51973  -4.07663  0.134
H  -1.09908  4.76422  -4.53263  0.140
H  3.36097  2.60234  -4.05157  0.127
H  3.03169  -3.38467  -3.12000  0.134
H  5.02522  -2.07938  -3.71964  0.142
H  5.00157  0.39580  -3.56269  0.135
N  0.44617  0.11068  -3.46545  0.178
Ir  -0.63601  -0.43878  1.08173  0.467
C  -2.16702  0.81122  -2.29100  -0.211
H  -2.15089  -0.19895  -2.71162  0.089
H  -3.18738  1.20725  -2.42645  0.099
C  0.62388  -2.44223  -2.14893  -0.212
H  -0.27396  -2.30139  -2.76191  0.092
H  0.88350  -3.51217  -2.15578  0.100
P  -2.01351  0.59662  -0.38155  0.686
P  0.07202  -2.11012  -0.34205  0.717
C  1.36987  -3.05804  0.53478  -0.258
H  1.13644  -3.10874  1.60618  0.028
H  1.42938  -4.07044  0.11232  0.058
H  2.32856  -2.54083  0.39521  0.058
C  -1.39644  -3.18846  -0.18722  -0.267
H  -1.09303  -4.23712  -0.24391  0.060
H  -1.88305  -3.01517  0.77835  0.031
H  -2.10984  -2.97364  -0.98745  0.043
C  -2.36103  2.31031  0.14734  -0.238
H  -3.31378  2.66542  -0.27376  0.063
H  -2.39986  2.37651  1.24411  0.030
H  -1.54294  2.94336  -0.22232  0.053
C  -3.53260  -0.30077  0.09533  -0.264
H  -3.58961  -0.38376  1.18620  0.021
H  -4.41962  0.23072  -0.25400  0.056
H  -3.52559  -1.30783  -0.32912  0.031
H  0.58275  0.20762  0.40747  -0.084
H  0.38629  0.99508  1.01775  0.057
S  0.32187  -0.72558  3.13300  0.565
C  -1.10540  0.30268  3.21273  -0.834
N  -2.29964  -0.41580  3.37345  -0.023
C  -3.39500  0.08125  3.98918  -0.054
C  -3.40145  1.38514  4.41658  -0.036
C  -2.29174  2.20436  4.15098  -0.039
C  -1.17399  1.69817  3.51727  -0.091
H  -2.29366  -1.39368  3.07494  0.126
H  -4.20948  -0.62300  4.07152  0.142
H  -4.28236  1.76716  4.91180  0.121
H  -2.33192  3.25150  4.44066  0.128
H  -0.31608  2.30778  3.22468  0.122

---

This record from the OMol25 dataset describes a molecular structure, C27H28BrCdN2O3S2. The level of theory is the ωB97M-V functional and the def2-TZVPD basis.

Energy above the lowest of the compared OMol25 structures with the same formula, charge and spin = 0.0 kcal per mole
LUMO level = -4.03 eV
Gap between HOMO and LUMO = 6.92 eV
Total charge = +1

Each line ends with the Löwdin charge.
Geometry (Å):
Cd  -0.29810  -0.01587  0.31074  1.208
S  1.19160  0.81583  2.22504  0.687
C  1.86712  -0.68676  2.54434  -0.666
N  2.50405  -0.93700  3.67236  -0.077
C  3.05116  -2.27380  3.94117  -0.091
C  2.08138  -3.28126  3.40484  -0.079
N  1.93423  -3.04655  1.96468  -0.074
C  1.96919  -4.25752  1.11865  -0.097
C  3.34948  -4.86567  1.13503  -0.225
C  3.57883  -6.08549  1.75921  -0.047
C  4.85859  -6.62725  1.79137  -0.066
C  5.91377  -5.94476  1.20523  -0.070
C  5.68913  -4.72327  0.57894  -0.064
C  4.41208  -4.18613  0.54171  -0.037
C  1.84100  -1.82632  1.50146  -0.699
S  1.80307  -1.46666  -0.14752  0.652
C  2.76886  0.10451  4.68966  -0.108
C  4.11195  0.76108  4.47311  -0.211
C  5.28549  0.11154  4.85036  -0.046
C  6.51842  0.70764  4.63476  -0.068
C  6.58691  1.96453  4.04630  -0.071
C  5.42155  2.62261  3.68085  -0.064
C  4.18733  2.02240  3.89185  -0.044
H  3.15869  -2.38511  5.01675  0.137
H  4.03388  -2.38860  3.47889  0.146
H  1.10797  -3.19080  3.89069  0.154
H  2.46005  -4.28928  3.54777  0.133
H  1.66207  -3.97528  0.11773  0.086
H  1.23520  -4.95190  1.52797  0.140
H  2.75234  -6.62634  2.20901  0.117
H  5.02673  -7.58265  2.27159  0.111
H  6.91058  -6.36636  1.22783  0.110
H  6.50928  -4.19464  0.10948  0.110
H  4.23584  -3.24028  0.03914  0.096
H  2.72637  -0.38680  5.66004  0.133
H  1.96889  0.83615  4.63855  0.087
H  5.24098  -0.85692  5.33885  0.110
H  7.42446  0.19908  4.93875  0.109
H  7.54821  2.43498  3.88595  0.110
H  5.47137  3.60807  3.23553  0.110
H  3.27793  2.53964  3.61028  0.095
C  0.72140  2.99177  -3.12933  -0.072
C  1.03663  1.95063  -2.08435  -0.287
O  -0.17154  1.49365  -1.42613  -0.203
H  1.64673  3.38338  -3.55275  0.087
H  0.16545  3.82137  -2.69220  0.087
H  0.13690  2.56490  -3.94769  0.084
H  1.65994  2.35867  -1.29258  0.115
H  1.54959  1.09188  -2.51664  0.108
H  -0.88277  1.39639  -2.07295  0.097
Br  -5.36245  -4.48658  3.80349  0.749
C  -5.22911  -3.09433  2.52922  -0.678
C  -6.38156  -2.57310  1.96308  -0.112
C  -6.27638  -1.55222  1.02779  -0.055
C  -5.03270  -1.06147  0.66250  -0.013
C  -3.88785  -1.59273  1.24280  -0.147
C  -3.98099  -2.61383  2.18299  -0.068
C  -2.54988  -1.06594  0.87119  -0.625
O  -1.51855  -1.46316  1.49083  -0.129
O  -2.45114  -0.20766  -0.06691  -0.120
H  -7.34952  -2.96061  2.25125  0.106
H  -7.17306  -1.14077  0.58329  0.112
H  -4.93736  -0.27031  -0.06849  0.118
H  -3.08368  -3.01556  2.63068  0.107

---

This record from the OMol25 dataset describes a molecular structure, C36H19BrCaCl9F6N3O7P at a distorted geometry. The level of theory is the ωB97M-V functional and the def2-TZVPD basis.

Energy above the lowest of the compared OMol25 structures with the same formula, charge and spin = 44.0 kcal per mole
LUMO level (spin up / spin down) = 3.55 / 3.50 eV
Multiplicity = 2
Gap between HOMO and LUMO (spin up / spin down) = 6.50 / 7.41 eV
Total charge = -2

Each line ends with the Löwdin charge.
Geometry (Å):
Ca  -0.06821  -0.03747  0.71345  1.310
O  2.99427  -3.91557  -3.04143  0.092
C  2.20291  -4.77101  -2.45105  -0.543
O  2.24341  -5.96142  -2.69661  0.010
C  1.22567  -4.23604  -1.46111  -0.054
C  0.27233  -5.01396  -0.81402  -0.550
Cl  0.08201  -6.68848  -1.01565  0.816
N  -0.47640  -4.20671  -0.01321  -0.037
N  -0.02451  -2.95160  -0.11094  0.163
C  0.97985  -2.92575  -0.95957  -0.103
C  1.66056  -1.60842  -1.28077  -0.593
O  2.56707  -1.62590  -2.14548  0.033
O  1.28202  -0.60630  -0.67138  -0.228
C  -1.60241  -4.46228  0.80473  -0.157
C  -2.22395  -3.36643  1.40287  -0.031
C  -3.32526  -3.54665  2.21650  -0.065
C  -3.83798  -4.81450  2.43167  -0.088
C  -3.24085  -5.89832  1.81494  -0.098
C  -2.13027  -5.73478  1.00395  -0.053
H  2.85755  -2.92347  -2.70286  0.056
H  -1.85016  -2.37346  1.21305  0.073
H  -3.76745  -2.68864  2.69705  0.112
H  -4.70022  -4.95742  3.06621  0.098
H  -3.63358  -6.89482  1.96217  0.095
H  -1.70192  -6.60838  0.54619  0.032
Cl  6.13068  3.47751  3.01608  0.627
C  4.55566  2.94433  2.54649  -0.697
C  4.32458  1.59435  2.32950  -0.137
C  3.05869  1.17541  1.97260  -0.547
Cl  2.73835  -0.49396  1.82611  0.851
C  1.96317  2.07231  1.80628  -0.452
O  0.78046  1.67080  1.53390  -0.306
C  2.28142  3.43856  2.03592  -0.554
Cl  1.00378  4.59050  1.88076  0.776
C  3.53412  3.87228  2.41277  -0.148
H  5.11187  0.86521  2.44104  0.100
H  3.70340  4.91893  2.60687  0.096
Cl  2.07982  2.26753  -1.51481  0.776
C  0.57875  2.94073  -1.04953  -0.697
C  -0.17378  2.30601  -0.08481  -0.194
C  -1.38241  2.83729  0.32939  -0.712
Cl  -2.21668  2.05984  1.57892  0.855
C  -1.88592  3.98232  -0.27699  -0.718
Cl  -3.42411  4.59957  0.15551  0.677
C  -1.14494  4.60872  -1.27882  -0.728
Cl  -1.76423  6.01612  -2.04380  0.649
C  0.08608  4.08977  -1.66787  -0.734
Cl  0.97612  4.85411  -2.92012  0.661
F  -0.16557  -1.14796  2.35395  -0.355
P  -0.75220  -0.83642  3.87404  0.185
F  0.73508  -1.07935  4.46191  -0.159
F  -1.33443  -0.57322  5.35620  -0.154
F  -0.42132  0.73598  3.71680  -0.157
F  -2.21981  -0.60590  3.22537  -0.164
F  -1.06908  -2.41866  4.01517  -0.145
C  -2.86802  -0.41630  -6.75861  -0.060
C  -2.12751  -0.09780  -5.48941  -0.285
C  -1.26678  -1.01429  -4.90044  -0.028
C  -0.58886  -0.65351  -3.74389  -0.114
N  -0.69474  0.53367  -3.17657  0.105
C  -1.52159  1.40737  -3.72321  -0.131
C  -2.26132  1.13773  -4.86518  -0.026
H  -2.58852  -1.40060  -7.13291  0.068
H  -2.63807  0.32717  -7.52360  0.075
H  -3.94583  -0.39909  -6.59044  0.078
H  -1.12268  -1.98955  -5.34389  0.102
H  0.08496  -1.34701  -3.25979  0.096
H  -1.59128  2.36581  -3.22589  0.101
H  -2.93216  1.88053  -5.27060  0.106
Br  -7.52982  -4.01369  -0.22916  0.665
C  -6.07558  -2.78947  -0.38147  -0.695
C  -4.86661  -3.24745  -0.86633  -0.133
C  -3.82198  -2.34720  -0.98647  -0.030
C  -3.99097  -1.01457  -0.63519  -0.103
C  -5.22427  -0.57999  -0.16782  -0.012
C  -6.27465  -1.46896  -0.02992  -0.135
C  -2.81322  -0.03827  -0.70620  -0.648
O  -3.00004  1.06487  -1.21069  0.018
O  -1.76318  -0.48917  -0.19600  -0.233
H  -4.74187  -4.28576  -1.13597  0.100
H  -2.86662  -2.67496  -1.36527  0.118
H  -5.35415  0.45955  0.09065  0.119
H  -7.23516  -1.13786  0.33744  0.092